Here is C13H37Ag2NO17P3 as an isolated structure from the Open Molecules 2025 dataset. Energies are from ωB97M-V/def2-TZVPD.

Structure (XYZ):
```
73
Properties=species:S:1:pos:R:3:lowdin_charge:R:1
Ag 6.3488 -4.2184 2.9499 0.919
Ag 3.8616 -0.5175 6.4783 0.899
P 4.6225 6.7048 -2.5526 0.474
P 1.1692 -7.7076 4.0411 0.467
P -1.6979 2.3942 5.4321 0.437
O -0.6083 1.4497 5.7216 -0.256
O 0.6564 -7.1914 5.5224 -0.220
O -2.8853 1.7865 4.5330 -0.224
O -4.0466 -2.4438 -8.7251 -0.216
O 2.3168 -6.9691 3.5184 -0.251
O -3.1101 0.1815 -7.0810 -0.191
O -1.2432 3.7310 4.6486 -0.202
O 1.3799 -9.3039 4.2250 -0.184
O -2.4545 2.9311 6.7678 -0.206
O 2.3141 -1.1925 -0.5227 0.013
O 6.0439 6.8780 -2.9771 -0.241
O 4.2868 6.4503 -0.9626 -0.233
O 3.8979 5.4624 -3.2482 -0.207
O -0.1359 -7.5086 3.0839 -0.235
O 3.0136 -1.5481 1.4693 -0.087
O 4.0341 -2.3848 -0.1408 -0.053
O 3.6528 7.9696 -2.9492 -0.228
N 3.0829 -1.7207 0.2615 -0.692
C -4.4631 -1.0994 -8.9377 -0.188
C 2.5887 5.0509 -2.9119 -0.106
C 5.2424 5.6858 -0.2649 -0.131
C -0.6196 -6.2032 2.7052 -0.080
C 4.0469 9.2863 -2.5850 -0.116
C -0.2860 3.6540 3.6896 -0.167
C 0.2753 -10.0128 4.6794 -0.140
C -3.6054 3.8115 6.6868 -0.086
C 0.5801 -5.8216 5.8336 -0.145
C -3.4728 0.0343 -8.4667 -0.174
C -2.6811 1.0330 3.3772 -0.106
C -2.4214 -0.9561 -6.5231 -0.094
C -5.1305 -3.3875 -8.8620 -0.094
H -5.9472 -3.0575 -8.2199 0.078
H -3.0262 -1.8560 -6.6344 0.075
H -3.5045 1.1910 2.6807 0.097
H -0.0002 -5.4021 3.1084 0.066
H -4.4341 3.3827 7.2502 0.088
H -0.4545 -5.6313 6.1192 0.094
H 1.9856 5.9561 -2.8407 0.083
H 0.2726 -9.9098 5.7645 0.091
H 4.8949 9.3116 -1.9006 0.081
H 4.7285 4.7746 0.0415 0.082
H 3.2832 9.6317 -1.8882 0.086
H 2.1284 4.4350 -3.6844 0.094
H 0.3498 -11.0551 4.3693 0.100
H -4.8325 -4.3829 -8.5327 0.086
H -2.5432 0.0112 -9.0354 0.113
H -5.5967 -3.4573 -9.8448 0.082
H 6.1277 5.3213 -0.7858 0.090
H -3.8836 0.9857 -8.8047 0.118
H -2.1640 -0.8386 -5.4705 0.080
H -5.4510 -0.8630 -8.5423 0.119
H -1.7432 1.1923 2.8452 0.087
H 5.4441 6.2750 0.6296 0.090
H -0.7071 -9.6748 4.3496 0.089
H 2.5027 4.5289 -1.9589 0.086
H 0.9279 -5.0609 5.1347 0.077
H -0.6818 4.0394 2.7500 0.097
H 4.2211 9.9866 -3.4019 0.095
H -1.5989 -6.0462 3.1572 0.094
H -1.4336 -1.0774 -6.9677 0.084
H -4.4218 -1.1199 -10.0267 0.123
H 0.1070 2.6574 3.4887 0.083
H 0.5094 4.3469 3.9642 0.094
H -3.5041 4.7758 7.1847 0.088
H -0.5925 -6.0772 1.6228 0.098
H -2.7135 0.0132 3.7607 0.095
H -3.9199 3.9624 5.6541 0.084
H 1.1180 -5.5769 6.7495 0.079
```

The value obtained for the LUMO energy is -7.327 eV. For the HOMO-LUMO gap, the calculation gives 2.286 eV. The calculation puts the molar mass at 788.09 g/mol. As for the net charge: +1.